The following is a DFT calculation (ωB97M-V/def2-TZVPD) of a molecular structure, C34H29Cl2IrN6O11SSe in a non-equilibrium geometry.

XYZ file:
```
85
Properties=species:S:1:pos:R:3:mulliken_spin:R:1
Ir 0.38360 -0.58933 -0.57335 2.57
C 2.41439 2.04557 -1.16676 0.00
O 1.11520 1.70359 -0.61787 0.11
C 0.05535 2.46696 -0.94558 0.09
C 0.14776 3.67862 -1.62229 -0.04
C -0.99947 4.41392 -1.85139 0.08
C -2.24716 3.96060 -1.41639 -0.01
C -2.34719 2.75760 -0.76147 0.05
C -1.20242 1.98122 -0.53072 0.05
N -1.22545 0.72076 0.07208 0.44
N -2.37691 0.43424 0.59341 -0.23
C -2.59835 -0.66128 1.31002 0.19
C -1.63897 -1.74039 1.58315 0.12
O -0.46909 -1.74268 1.15503 0.15
C -2.07771 -2.85844 2.39599 0.04
C -3.30892 -2.89293 2.92494 -0.01
C -4.27358 -1.83710 2.70826 0.02
C -5.52448 -1.88920 3.32489 -0.04
C -6.42970 -0.86076 3.16147 0.06
C -6.09068 0.23675 2.37160 -0.03
C -4.86020 0.30059 1.75199 0.09
C -3.92907 -0.73648 1.90573 -0.05
H 2.35868 2.02010 -2.25253 0.00
H 3.09720 1.29237 -0.78925 -0.01
H 2.70360 3.02774 -0.79736 0.00
H 1.10509 4.04805 -1.95532 0.00
H -0.92290 5.35812 -2.37392 0.00
H -3.13218 4.55214 -1.60345 0.00
H -3.30451 2.38073 -0.43794 0.00
H -1.33960 -3.62687 2.58468 0.00
H -3.60311 -3.71883 3.56367 0.00
H -5.76845 -2.73916 3.95027 0.00
H -7.39152 -0.90003 3.65472 0.00
H -6.79009 1.05428 2.25652 0.00
H -4.59209 1.16871 1.16926 0.01
C -3.40036 -5.34190 -0.20868 -0.01
N -4.17724 -4.16148 -0.55374 0.00
C -3.75032 -3.12612 -1.28597 -0.02
Se -2.07594 -2.99561 -2.12673 0.92
N -4.75454 -2.24406 -1.40148 0.00
C -5.88080 -2.72400 -0.73719 0.01
C -7.16333 -2.21754 -0.58801 0.00
C -8.06204 -3.01275 0.09710 0.01
C -7.69659 -4.26177 0.61748 0.00
C -6.41624 -4.76126 0.47232 0.00
C -5.51637 -3.95855 -0.21473 0.00
H -2.34211 -5.10630 -0.30357 0.01
H -3.65483 -6.16983 -0.86842 0.00
H -3.61094 -5.60997 0.82391 0.00
H -4.67518 -1.37903 -1.91259 0.00
H -7.44966 -1.25740 -0.99416 0.00
H -9.07727 -2.66564 0.23096 0.00
H -8.43784 -4.85113 1.13923 0.00
H -6.13935 -5.73097 0.86213 0.00
C -0.27415 0.30036 -4.91710 0.00
S -0.09364 -0.65856 -3.45614 0.02
O 0.03983 -2.04736 -3.82537 0.00
O -1.29419 -0.41222 -2.60651 0.10
O 1.07985 -0.10774 -2.73275 0.06
H -1.05115 -0.15700 -5.52424 0.00
H 0.67754 0.28202 -5.44334 0.00
H -0.54167 1.31636 -4.63682 0.00
O 3.98926 0.48338 1.04990 0.03
C 2.91068 0.05222 1.41414 0.00
O 2.11995 -0.67366 0.68980 0.05
C 2.47793 0.35678 2.83679 0.00
C 1.14902 0.30188 3.22282 -0.01
C 0.80963 0.61136 4.52847 -0.01
C 1.74211 0.96866 5.48066 0.00
C 3.05594 1.01606 5.05899 0.00
C 3.44387 0.73070 3.76491 0.00
N 4.08907 1.39755 6.04993 0.00
O 3.70855 1.66628 7.16960 0.00
O 5.23729 1.43012 5.66862 0.00
N -0.60666 0.54066 4.92978 0.00
O -0.89151 0.83902 6.06470 0.00
O -1.42870 0.30396 4.05692 0.00
H 0.39037 0.02208 2.51397 0.07
H 1.46716 1.19964 6.49788 0.00
H 4.48103 0.79848 3.46965 0.00
Cl 3.93570 -3.37910 0.49798 0.00
C 2.20698 -3.61193 0.35368 0.00
Cl 1.58393 -3.05307 -1.23043 0.05
H 1.69674 -3.03017 1.11120 0.01
H 1.98490 -4.67089 0.41206 0.00
```

expectation value of S²: 8.8221
LUMO energy (spin up / spin down): -4.0 / -5.6 eV
spin multiplicity: 6
Kohn-Sham gap (spin up / spin down): 6.77 / 5.34 eV
net charge: +1
HOMO level (spin up / spin down): -10.793 / -10.979 eV
relative energy (zero: lowest compared OMol25 entry of this formula, charge and spin): 0.3610 eV

=====

The following is a DFT calculation (ωB97M-V/def2-TZVPD) of a gas-phase ion, C5H15N2 (charge +2) in a non-equilibrium geometry.

XYZ file:
```
22
Properties=species:S:1:pos:R:3:mulliken_spin:R:1
N -1.23369 1.79187 1.10697 0.88
C -0.37117 1.13169 2.12003 -0.01
C 1.13835 1.07854 1.26381 0.01
N 0.72046 0.57251 -0.13052 0.02
C 1.06617 -0.67869 -0.88973 0.00
C -0.02912 -1.73300 -0.81312 0.00
C -0.90218 -1.64990 -2.08688 0.00
H -0.24956 0.31848 0.10401 0.00
H -0.73655 2.59078 0.79710 -0.01
H -2.21123 1.86250 1.43820 -0.01
H -0.42671 0.03637 2.31819 0.03
H -0.23409 1.70871 3.05070 0.08
H 1.82556 0.15087 1.64779 0.00
H 1.56855 2.03715 1.16721 0.00
H 0.58630 1.41810 -0.76631 0.00
H 1.10221 -0.31993 -1.99317 0.00
H 2.04781 -1.02194 -0.70908 0.00
H 0.41806 -2.68453 -0.52728 0.00
H -0.65523 -1.46724 0.05174 0.00
H -0.31351 -1.94829 -3.05313 0.00
H -1.66462 -2.49641 -1.95038 0.00
H -1.44582 -0.69765 -2.14615 0.00
```

expectation value of S²: 0.7542
LUMO energy (spin up / spin down): -7.9 / -14.1 eV
spin multiplicity: 2
Kohn-Sham gap (spin up / spin down): 11.14 / 4.94 eV
net charge: +2
HOMO level (spin up / spin down): -19.061 / -19.050 eV
relative energy (zero: lowest compared OMol25 entry of this formula, charge and spin): 4.5125 eV

=====

The following is a DFT calculation (ωB97M-V/def2-TZVPD) of a molecular structure, C5H7NO in a non-equilibrium geometry.

XYZ file:
```
14
Properties=species:S:1:pos:R:3:lowdin_charge:R:1
C -2.05069 -0.33767 -0.37426 -0.05
C -0.63163 0.00390 -0.06505 -0.33
C 0.44067 -0.75729 -0.52475 -0.07
C 1.68631 -0.40183 -0.09356 -0.25
N 2.86902 -0.64095 -0.22283 0.16
O 1.17022 1.05408 1.00757 -0.07
C -0.29494 1.13336 0.66840 -0.12
H -2.75978 0.03762 0.36683 0.08
H -2.34808 0.08370 -1.33783 0.09
H -2.19250 -1.41731 -0.44191 0.08
H 0.32230 -1.58934 -1.20321 0.12
H 3.55764 -0.39144 0.47224 0.08
H -0.85703 1.44458 1.54018 0.10
H 1.13765 1.74875 0.21901 0.17
```

LUMO energy: 0.8 eV
spin multiplicity: 1
Kohn-Sham gap: 8.26 eV
net charge: 0
HOMO level: -7.488 eV
relative energy (zero: lowest compared OMol25 entry of this formula, charge and spin): 4.1336 eV

=====

The following is a DFT calculation (ωB97M-V/def2-TZVPD) of a molecular structure, C4H8N2O.

XYZ file:
```
15
Properties=species:S:1:pos:R:3:lowdin_charge:R:1
C -1.86749 -0.34699 -0.38906 -0.12
C -0.67260 -1.10310 -0.89212 -0.11
O 0.15462 -0.14159 -1.62254 -0.05
C 1.00568 0.36912 -0.72987 -0.49
N 1.81029 1.33552 -0.83800 0.16
C 0.86248 -0.43992 0.54315 -0.20
N 0.43962 0.27437 1.66137 0.08
H -1.64113 0.55503 0.20544 0.07
H -2.51817 -1.00181 0.19728 0.08
H -2.41911 -0.02378 -1.28095 0.09
H 0.06835 -1.36956 0.11939 0.08
H 1.76019 1.75194 -1.76820 0.07
H 1.70139 -1.12587 0.71525 0.15
H 0.84453 -0.01122 2.54089 0.09
H 0.47136 1.27786 1.53796 0.10
```

LUMO energy: 0.6 eV
spin multiplicity: 1
Kohn-Sham gap: 8.63 eV
net charge: 0
HOMO level: -7.998 eV
relative energy (zero: lowest compared OMol25 entry of this formula, charge and spin): 5.2932 eV

=====

The following is a DFT calculation (ωB97M-V/def2-TZVPD) of a molecular structure, C18H18F2OS2 in a non-equilibrium geometry.

XYZ file:
```
41
Properties=species:S:1:pos:R:3:lowdin_charge:R:1
C -5.34797 1.42341 1.88092 -0.08
C -4.09725 2.26666 1.74105 -0.31
O -2.98959 1.41687 1.29619 -0.20
C -1.75062 2.01590 1.31881 -1.24
S -0.42505 0.96636 1.36141 0.84
S -1.64158 3.67129 1.46175 0.63
H -6.22111 2.08990 1.93408 0.08
H -5.50264 0.72266 1.05178 0.08
H -5.33381 0.85635 2.81255 0.07
H -4.29876 3.08974 1.02384 0.10
H -3.85958 2.75941 2.71510 0.11
C 5.02455 -2.54406 2.76873 -0.03
C 4.20824 -1.68430 1.88004 -0.21
C 3.40259 -2.25688 0.89821 -0.19
F 3.41119 -3.62443 0.77454 0.05
C 2.54948 -1.52813 0.08891 0.07
C 2.37335 -0.14713 0.36260 -0.21
C 1.29014 0.65959 -0.14283 -0.20
C 0.46030 0.24675 -1.27192 -0.28
C -0.08691 -1.04339 -1.37710 0.03
C -0.97934 -1.29527 -2.40485 -0.19
F -1.52651 -2.55078 -2.50835 0.05
C -1.39637 -0.32083 -3.31324 -0.21
C -2.42893 -0.64804 -4.32652 -0.04
C -0.86730 0.96455 -3.17405 -0.02
C 0.05023 1.23253 -2.18119 -0.03
C 3.27693 0.44954 1.27062 -0.02
C 4.15989 -0.29422 2.01699 -0.02
H 5.70261 -1.91563 3.35409 0.08
H 4.43530 -3.12282 3.49567 0.10
H 5.60718 -3.25541 2.17254 0.09
H 1.98537 -2.04053 -0.68441 0.11
H 1.51005 1.74100 -0.09891 0.11
H 0.09550 -1.79940 -0.61490 0.13
H -2.72917 0.25830 -4.86000 0.08
H -2.03663 -1.36179 -5.06069 0.09
H -3.34158 -1.07992 -3.89382 0.09
H -1.18001 1.74603 -3.86831 0.12
H 0.44058 2.23686 -2.08482 0.12
H 3.21886 1.52022 1.45415 0.12
H 4.83835 0.17902 2.73135 0.12
```

LUMO energy: -1.7 eV
spin multiplicity: 1
Kohn-Sham gap: 6.16 eV
net charge: 0
HOMO level: -7.821 eV

=====

The following is a DFT calculation (ωB97M-V/def2-TZVPD) of a molecular structure, C4H7AlFN2O5S in a non-equilibrium geometry.

XYZ file:
```
21
Properties=species:S:1:pos:R:3:lowdin_charge:R:1
N 3.83971 2.29091 3.33549 0.10
C 2.91398 2.43345 2.66627 -0.52
O 1.90378 2.61543 1.89951 -0.03
Al 1.43399 1.21454 0.82880 0.23
O 1.08449 1.55663 -0.88446 -0.18
C 0.41502 0.38264 -1.28246 -0.24
C -0.52894 -0.11847 -0.12538 -0.56
C -1.99531 0.00175 -0.50796 -0.23
N -2.39136 -0.67187 -1.73468 0.01
S -0.29324 -1.92421 0.32819 0.66
O -0.97140 -2.16415 1.55857 -0.26
O -0.58835 -2.80017 -0.76431 -0.29
F 1.22241 -2.05349 0.64068 -0.16
O -0.24530 0.58591 1.00802 -0.11
H 2.62625 0.17992 0.80692 0.01
H -0.16479 0.63924 -2.16839 0.12
H 1.14432 -0.37431 -1.59026 0.11
H -2.21578 1.06686 -0.52112 0.13
H -2.57262 -0.40854 0.31947 0.12
H -1.60640 -1.01157 -2.26537 0.05
H -3.01046 -1.44051 -1.54751 0.06
```

LUMO energy: 3.1 eV
spin multiplicity: 1
Kohn-Sham gap: 9.55 eV
net charge: -1
HOMO level: -6.399 eV

=====

The following is a DFT calculation (ωB97M-V/def2-TZVPD) of 2 unconnected molecules or ions with the total composition C2H8NOP in a non-equilibrium geometry.

XYZ file:
```
13
Properties=species:S:1:pos:R:3:mulliken_spin:R:1
C 0.05174 0.67765 -1.81748 0.07
C 0.17927 -0.35968 -0.71332 0.00
N -0.31356 0.16717 0.53072 1.13
O -0.45471 0.38933 3.11433 0.04
P -0.17613 -0.52160 2.01406 0.08
H 0.23363 0.22764 -2.78872 0.01
H -0.94636 1.10747 -1.81175 -0.02
H 0.77583 1.47564 -1.66245 -0.06
H -0.44888 -1.22804 -0.94612 0.05
H 1.21929 -0.70369 -0.64125 0.06
H -0.11086 1.55751 0.68426 0.57
H -1.05745 -1.59722 1.92068 0.04
H 1.04818 -1.19218 2.11704 0.04
```

expectation value of S²: 2.0054
LUMO energy (spin up / spin down): 0.6 / -3.1 eV
spin multiplicity: 3
Kohn-Sham gap (spin up / spin down): 5.94 / 7.75 eV
net charge: 0
HOMO level (spin up / spin down): -5.298 / -10.839 eV
relative energy (zero: lowest compared OMol25 entry of this formula, charge and spin): 2.4228 eV

=====

The following is a DFT calculation (ωB97M-V/def2-TZVPD) of 2 unconnected molecules or ions with the total composition C6H14O.

XYZ file:
```
21
Properties=species:S:1:pos:R:3:lowdin_charge:R:1
C 0.21718 0.89998 -1.05321 -0.15
C 0.29847 1.94750 0.03726 -0.29
C 0.97407 1.38690 1.28865 -0.23
C 0.29766 0.08745 1.69886 -0.24
C 0.31140 -0.96234 0.64166 0.07
O -1.44141 -1.07878 -0.54014 -0.24
C -1.27748 -2.10672 -1.48501 -0.18
H -0.38504 1.25955 -1.89968 0.06
H -0.79377 -0.20686 -0.81218 0.02
H 1.20965 0.63161 -1.44458 0.06
H 0.84564 2.84479 -0.28502 0.10
H -0.71724 2.27745 0.29866 0.11
H 2.03284 1.18249 1.07223 0.11
H 0.95339 2.10815 2.11494 0.11
H -0.73358 0.25395 2.03304 0.13
H 0.82343 -0.35537 2.56249 0.13
H 1.22908 -1.07776 0.07301 0.09
H -0.13775 -1.90337 0.92732 0.08
H -0.33271 -1.99670 -2.04132 0.08
H -2.09790 -2.11619 -2.21237 0.08
H -1.27591 -3.07576 -0.97461 0.08
```

LUMO energy (spin up / spin down): 0.1 / 0.1 eV
spin multiplicity: 1
Kohn-Sham gap (spin up / spin down): 7.62 / 7.63 eV
net charge: 0
HOMO level (spin up / spin down): -7.515 / -7.516 eV
relative energy (zero: lowest compared OMol25 entry of this formula, charge and spin): 5.1282 eV

=====

What is the net charge in the sixth record? -1

=====

Number 6 is which compound? C4H7AlFN2O5S